No. 1
{
  "formula": "C3H7FO2S",
  "method": "wB97M-V/def2-TZVPD",
  "elements": ["C", "C", "C", "O", "O", "F", "S", "H", "H", "H", "H", "H", "H", "H"],
  "positions_angstrom": [[0.8985, 1.3571, 0.2569], [0.7276, -1.2172, -0.5176], [0.2361, -0.0544, 0.4280], [-1.7333, -0.3716, -1.4434], [-2.1558, 1.1705, 0.3984], [-2.1755, -1.1974, 0.7827], [-1.5017, 0.0357, -0.0716], [0.0366, 1.9198, 0.0101], [1.3085, 1.6824, 1.2220], [1.6772, 1.4157, -0.4557], [0.7611, -0.8765, -1.5972], [0.1137, -2.1030, -0.1454], [1.7275, -1.4364, -0.2722], [0.0795, -0.3246, 1.4050]],
  "smiles": "CC(C)S(=O)(=O)F",
  "homo_ev": -11.66
}



No. 2
{
  "formula": "C36H38GeN4RuS3",
  "method": "wB97M-V/def2-TZVPD",
  "elements": ["Ru", "C", "N", "C", "C", "N", "C", "C", "C", "C", "C", "C", "C", "S", "C", "C", "C", "C", "C", "C", "S", "H", "H", "H", "H", "H", "H", "H", "H", "H", "H", "H", "H", "H", "H", "H", "H", "H", "H", "N", "C", "N", "S", "H", "H", "H", "H", "C", "Ge", "C", "C", "C", "C", "C", "C", "C", "C", "C", "C", "C", "C", "C", "C", "C", "C", "C", "C", "H", "H", "H", "H", "H", "H", "H", "H", "H", "H", "H", "H", "H", "H", "H", "H"],
  "positions_angstrom": [[-0.3293, -0.0451, -0.4348], [-2.3087, 2.2713, 0.8460], [-2.1905, 0.8122, 0.7171], [-3.2655, 0.2750, -0.1341], [-3.1170, -1.2264, -0.2822], [-1.8651, -1.5546, -0.9632], [-2.0298, -1.4156, -2.4272], [-1.3460, -2.8868, -0.6973], [-2.1784, -3.9413, -0.3599], [-1.6655, -5.2225, -0.1761], [-0.3102, -5.4387, -0.3746], [0.5255, -4.3892, -0.7345], [0.0432, -3.0855, -0.8920], [1.1009, -1.7513, -1.3140], [-2.2671, 0.2626, 2.0851], [-3.4970, 0.1733, 2.7287], [-3.6058, -0.2807, 4.0362], [-2.4458, -0.6311, 4.7188], [-1.2152, -0.5273, 4.0949], [-1.0786, -0.0852, 2.7635], [0.4725, -0.0145, 1.9935], [-2.2337, 2.7503, -0.1331], [-3.2654, 2.5506, 1.3113], [-1.4970, 2.6203, 1.4794], [-3.1891, 0.7643, -1.1064], [-4.2659, 0.5024, 0.2578], [-3.9823, -1.6190, -0.8370], [-3.1066, -1.6869, 0.7034], [-2.8289, -2.0880, -2.7772], [-1.0879, -1.6680, -2.9083], [-2.2746, -0.3852, -2.6812], [-3.2406, -3.7714, -0.2264], [-2.3197, -6.0335, 0.1201], [0.1057, -6.4305, -0.2307], [1.5882, -4.5543, -0.8680], [-4.4035, 0.4609, 2.2084], [-4.5787, -0.3598, 4.5067], [-2.5029, -0.9954, 5.7390], [-0.3107, -0.8099, 4.6185], [3.5620, 3.1124, 0.3375], [2.4412, 3.7494, 0.6410], [2.5510, 4.9922, 1.1841], [0.9258, 3.0657, 0.4451], [4.4294, 3.6172, 0.2634], [3.4620, 2.2300, -0.1450], [3.3932, 5.5026, 0.9657], [1.7032, 5.5361, 1.1646], [1.1169, 1.4838, -0.6134], [1.3656, 2.0847, -2.4652], [2.4954, 3.7268, -2.6756], [1.9453, 4.9841, -2.4038], [2.7226, 6.1376, -2.4271], [4.0755, 6.0605, -2.7376], [4.6331, 4.8261, -3.0497], [3.8470, 3.6768, -3.0252], [2.2196, 0.7150, -3.5741], [1.5920, 0.2455, -4.7264], [2.1620, -0.7653, -5.4879], [3.3741, -1.3257, -5.1064], [4.0073, -0.8751, -3.9576], [3.4315, 0.1353, -3.1994], [-0.3157, 2.6298, -3.3104], [-0.3294, 3.4208, -4.4606], [-1.5319, 3.8019, -5.0460], [-2.7372, 3.4037, -4.4811], [-2.7375, 2.6174, -3.3348], [-1.5327, 2.2302, -2.7597], [2.0665, 1.0789, -0.2263], [0.8891, 5.0617, -2.1602], [2.2692, 7.1003, -2.2155], [4.6831, 6.9576, -2.7630], [5.6803, 4.7584, -3.3220], [4.2996, 2.7246, -3.2781], [0.6345, 0.6609, -5.0217], [1.6517, -1.1283, -6.3722], [3.8117, -2.1263, -5.6901], [4.9344, -1.3326, -3.6335], [3.9151, 0.4382, -2.2749], [0.6087, 3.7449, -4.9016], [-1.5293, 4.4107, -5.9428], [-3.6741, 3.7029, -4.9366], [-3.6772, 2.3005, -2.8952], [-1.4919, 1.5664, -1.8940]],
  "spin_multiplicity": 2,
  "total_charge": -1,
  "s_squared": 0.756,
  "homo_ev": [-1.54, -2.19]
}



no.,E_tot (eV),strongest force on any atom (eV/A)
1,-20871.2181,4.0
2,-135512.7883,0.7